106
Properties=species:S:1:pos:R:3 method="wB97M-V/def2-TZVPD" mol_weight_da=1137.911 total_charge=+1 homo_ha="-0.35117 / -0.41465" s_squared=6.063 spin_multiplicity=5 largest_force_ev_per_a=0.80 gap_ha="0.2570 / 0.2130"
Pt 0.3074 0.0155 0.6750
O -4.7485 1.5555 -1.6205
C -3.7382 2.3243 -2.1065
C -4.1247 3.3542 -2.9635
C -3.1819 4.2024 -3.5043
C -1.8344 4.0526 -3.1874
C -1.4552 3.0302 -2.3426
C -2.3893 2.1417 -1.8009
C -1.9026 0.9210 -1.0591
O -1.4220 1.0868 0.2526
N -0.8676 0.3264 -1.8907
N 0.0401 -0.4359 -1.3033
C 1.0139 -0.9268 -2.2015
C 0.9998 -2.2181 -2.6537
Br -0.4361 -3.2915 -2.0349
C 1.9890 -2.6617 -3.5364
C 2.3062 -3.9293 -4.1312
C 1.4916 -5.0760 -4.1315
C 1.9406 -6.2535 -4.6978
C 3.2000 -6.3265 -5.2810
C 4.0116 -5.1994 -5.3117
C 3.5683 -4.0192 -4.7514
H -4.4434 0.9617 -0.9261
H -5.1768 3.4652 -3.1849
H -3.4971 4.9875 -4.1775
H -1.0943 4.7263 -3.5930
H -0.4065 2.9067 -2.0955
H -2.7054 0.1736 -0.9816
H -0.6798 0.6876 -2.8202
H 1.6940 -0.2006 -2.6350
H 2.7192 -1.8850 -3.7452
H 0.5029 -5.0428 -3.7080
H 1.3010 -7.1252 -4.6879
H 3.5431 -7.2544 -5.7176
H 4.9884 -5.2446 -5.7729
H 4.2026 -3.1422 -4.7753
C -2.2524 4.3920 5.0132
C -2.3381 2.9729 4.4702
C -1.9857 1.9890 5.5732
C -3.7240 2.6587 3.9232
O -1.3502 2.7796 3.4121
Si -1.0993 3.7618 2.1452
S 0.2032 2.7080 0.6831
O -2.4935 4.1055 1.4208
C -3.1046 5.3028 0.8666
C -3.2575 6.3536 1.9569
C -2.2394 5.8239 -0.2682
C -4.4698 4.8643 0.3688
O -0.3231 5.1353 2.4643
C 0.9712 5.7166 2.7034
C 1.9387 4.6638 3.2175
C 1.4639 6.3120 1.3931
C 0.7535 6.8012 3.7487
H -3.0003 4.5325 5.7937
H -2.4320 5.1313 4.2373
H -1.2659 4.5769 5.4406
H -2.6064 2.1839 6.4475
H -0.9416 2.1014 5.8595
H -2.1666 0.9638 5.2493
H -4.4436 2.6305 4.7419
H -3.7167 1.6848 3.4322
H -4.0469 3.4013 3.1982
H -2.2861 6.6364 2.3605
H -3.8886 5.9857 2.7656
H -3.7278 7.2437 1.5405
H -1.2462 6.0814 0.0954
H -2.6893 6.7167 -0.7016
H -2.1456 5.0707 -1.0499
H -5.0932 4.5342 1.1998
H -4.3692 4.0443 -0.3332
H -4.9712 5.6915 -0.1329
H 2.1454 3.9235 2.4433
H 1.5281 4.1618 4.0945
H 2.8837 5.1307 3.4928
H 1.5309 5.5402 0.6248
H 2.4521 6.7510 1.5267
H 0.7846 7.0911 1.0483
H 0.4120 6.3659 4.6875
H 0.0031 7.5119 3.4035
H 1.6823 7.3401 3.9334
C -1.0766 -1.5944 3.2901
C -0.1001 -0.5168 3.5743
N 0.4664 0.2885 2.6913
C 1.2987 1.1471 3.3749
C 1.2247 0.8591 4.6927
N 0.3426 -0.1902 4.7953
H -0.8735 -2.0267 2.3108
H -2.0932 -1.1981 3.2967
H -1.0012 -2.3867 4.0325
H 1.9056 1.8733 2.8723
H 1.7337 1.2760 5.5407
H 0.0706 -0.6525 5.6474
F 3.7506 -0.2535 2.8017
C 3.4314 -1.5276 2.5434
F 2.4843 -1.8937 3.4116
F 4.5148 -2.2552 2.7938
C 2.9099 -1.6976 1.0704
O 1.5631 -1.5249 0.9600
C 3.7364 -0.7458 0.1569
F 3.6596 -1.1267 -1.1220
F 3.2534 0.5049 0.2234
F 5.0197 -0.7024 0.4962
C 3.2261 -3.1847 0.6815
F 4.5252 -3.3772 0.4524
F 2.8481 -3.9992 1.6706
F 2.5668 -3.5540 -0.4041

***

92
Properties=species:S:1:pos:R:3 method="wB97M-V/def2-TZVPD" mol_weight_da=670.365 total_charge=-1 homo_ha=-0.13993 largest_force_ev_per_a=1.44 gap_ha=0.2129
C -1.3965 -2.7513 0.5123
B -0.4042 -1.7906 1.3355
O 0.0807 -2.4156 2.5006
P 0.1333 0.0710 0.8341
C 1.9426 -0.0829 1.5958
C 3.1856 0.2642 0.7471
C 4.3505 -0.7147 0.8856
O 4.6081 -1.0651 2.2482
C 0.6516 1.8687 0.3405
C -0.2811 3.0263 -0.0714
C -1.5975 3.4053 0.6344
C -1.4242 4.5388 1.6682
C -2.5887 3.9185 -0.4320
C -1.6107 0.2790 -0.0132
O -2.7907 0.0174 0.7688
C -3.9229 -0.1353 0.0280
O -4.8236 0.9411 0.3484
C -6.0515 0.8114 -0.3189
C -7.1895 0.9354 0.6729
O -8.4302 1.2184 0.0347
C 0.8818 -0.7916 -0.8250
Cl 1.6687 -2.3488 -0.4690
C 0.8606 -0.4578 -2.1118
C 0.2033 0.7618 -2.6707
Cl 1.6028 -1.4455 -3.3826
C -0.4247 0.4864 2.6783
C -0.5487 1.8801 3.2704
F -1.6296 -0.1880 3.0891
H -1.1340 -3.7944 0.6795
H -1.3310 -2.6001 -0.5627
H -2.4290 -2.6267 0.8415
H -0.6589 -2.6460 3.0762
H 2.1232 -1.0725 2.0072
H 2.0394 0.5767 2.4537
H 3.0506 0.4038 -0.3275
H 3.6155 1.2120 1.0762
H 4.2380 -1.5799 0.2387
H 5.2382 -0.1861 0.5287
H 4.4893 -2.0169 2.3237
H 1.3338 2.2446 1.0998
H 1.3212 1.7635 -0.5104
H -0.5266 2.9248 -1.1287
H 0.3103 3.9483 -0.0763
H -2.0993 2.5495 1.0715
H -2.0497 4.3270 2.5326
H -1.7467 5.4854 1.2499
H -0.3968 4.6087 2.0100
H -2.0337 4.4736 -1.1895
H -3.3382 4.5779 -0.0072
H -3.0466 3.0800 -0.9524
H -1.5912 -0.4278 -0.8477
H -1.7632 1.2252 -0.5408
H -3.7295 -0.0977 -1.0486
H -4.4149 -1.0720 0.3141
H -6.1435 1.6067 -1.0711
H -6.1385 -0.1436 -0.8404
H -6.9569 1.7100 1.4017
H -7.3044 -0.0048 1.2027
H -8.2446 1.7726 -0.7322
H 0.7669 1.6714 -2.4963
H -0.8460 0.8738 -2.4258
H 0.2022 0.6791 -3.7558
H 0.2833 -0.0384 3.3065
H -1.5600 2.2404 3.1238
H -0.4781 1.7886 4.3588
H 0.2022 2.6086 2.9938
C -4.2720 -0.6295 -5.8238
C -3.2696 0.3216 -6.4253
C -2.4568 -0.2256 -7.5753
O -1.2671 0.5713 -7.5022
C -1.1095 0.9397 -6.2023
O -0.1357 1.4373 -5.7477
O -2.2272 0.6437 -5.4908
H -4.6705 -0.2246 -4.8944
H -5.0980 -0.7976 -6.5150
H -3.8073 -1.5878 -5.5890
H -3.7582 1.2591 -6.7088
H -2.9366 -0.1095 -8.5441
H -2.1794 -1.2719 -7.4267
C 6.6524 -3.1521 4.7919
C 8.0004 -3.4673 4.2020
C 7.9878 -3.9248 2.7637
O 9.1937 -4.7044 2.6933
C 9.4307 -5.1964 3.9342
O 10.2421 -6.0261 4.1883
O 8.6122 -4.6089 4.8406
H 6.7265 -3.0144 5.8701
H 6.2519 -2.2397 4.3484
H 5.9470 -3.9659 4.6177
H 8.6784 -2.6190 4.3320
H 8.0141 -3.1098 2.0456
H 7.1419 -4.5794 2.5425

***

So what do the calculations give for energy relative to the best compared isomer or geometry (same formula, charge and spin)? Going down the list: 0.18 0.00 kcal/mol.